Entry 1:
Molecular formula: C22H52FeN6O8
Method: DFT, ωB97M-V/def2-TZVPD

```
! wB97M-V def2-TZVPD RIJCOSX def2/J DEFGRID3
* xyz 0 5
Fe 0.5397 -1.2118 -3.6791
C 1.2571 2.3811 -3.8131
C 1.3347 1.4148 -4.9802
O 0.4653 0.3369 -4.9026
H 1.4055 1.8222 -2.8882
H 0.3309 2.9610 -3.7879
H 2.0331 3.1562 -3.8186
H 2.3702 1.0195 -4.8607
H 1.3689 1.8335 -5.9914
C -0.5558 -0.6925 0.5203
C -0.2313 0.0315 -0.7636
O 0.1350 -0.6735 -1.8797
H -1.3465 -1.4331 0.4028
H -0.8628 -0.0626 1.3616
H 0.3722 -1.1188 0.9168
H 0.4083 0.9181 -0.6163
H -1.2207 0.5043 -0.9652
C 0.5916 1.6366 5.2961
O 1.1645 0.9413 6.1098
N 1.1779 2.1345 4.1825
C 0.4630 2.9959 3.2581
C 2.4491 1.6468 3.6593
H -0.4776 1.9071 5.3461
H -0.5399 3.2400 3.5987
H 0.3220 2.4417 2.3220
H 1.0677 3.8807 3.0648
H 3.1380 1.1081 4.3015
H 2.1630 0.8737 2.9318
H 2.9146 2.5152 3.1978
C 0.1910 -3.2450 4.8096
O 0.3063 -3.4561 5.9962
N -0.7243 -3.9109 4.0321
C -0.6802 -3.6682 2.6026
C -1.8786 -4.5434 4.6230
H 0.7106 -2.4768 4.2103
H 0.2952 -3.9282 2.1813
H -0.9214 -2.6620 2.2582
H -1.3488 -4.3856 2.1247
H -2.8131 -4.0086 4.4134
H -1.9916 -5.5449 4.2043
H -1.7854 -4.5358 5.7041
C 3.9176 -1.2707 -3.0959
O 2.6861 -1.2813 -3.1489
N 4.6003 -0.3318 -2.4436
C 6.0417 -0.3804 -2.4634
C 3.9493 0.9105 -2.0502
H 4.4766 -2.1208 -3.5020
H 6.4171 0.0598 -1.5333
H 6.5539 0.2773 -3.1775
H 6.4957 -1.3627 -2.5622
H 2.9366 0.6330 -1.7528
H 4.3602 1.3434 -1.1405
H 3.9479 1.5738 -2.9131
C 3.4489 -4.0780 -0.7030
O 4.0376 -5.1375 -0.8113
N 3.3675 -3.2794 0.3785
C 2.8860 -1.9127 0.2774
C 3.8953 -3.6842 1.6765
H 2.8184 -3.6770 -1.5225
H 3.8062 -1.3189 0.3422
H 2.2604 -1.6663 1.1353
H 2.3007 -1.6467 -0.6028
H 3.2277 -3.3319 2.4623
H 4.0810 -4.7506 1.6066
H 4.8225 -3.1266 1.8562
C -2.3979 2.3112 -3.0974
O -2.7529 1.6050 -4.0175
N -3.1581 3.2298 -2.4342
C -2.7147 3.8310 -1.1904
C -4.4696 3.5344 -2.8973
H -1.3685 2.2654 -2.7022
H -1.7761 3.5018 -0.7497
H -3.4809 3.6917 -0.4324
H -2.6243 4.8996 -1.4080
H -4.6847 4.5433 -3.2764
H -4.6322 3.0340 -3.8576
H -5.3298 3.2489 -2.2850
C -5.1437 1.9724 0.5286
O -5.6401 2.6722 1.3874
N -5.7155 0.8908 -0.0391
C -4.9992 0.0571 -0.9943
C -7.1494 0.6411 -0.0165
H -4.0751 2.0261 0.2692
H -5.1603 -0.9909 -0.7664
H -3.9242 0.2672 -0.9515
H -5.1996 0.4287 -2.0060
H -7.5918 0.9971 0.9109
H -7.5919 1.1817 -0.8577
H -7.3519 -0.4227 -0.1120
*
```

Summary:
Maximum force = 3.42 eV/Å
Highest occupied orbital energy (alpha / beta) = -8.5793 / -8.5681 eV
Kohn-Sham gap (alpha / beta) = 0.3000 / 0.2946 Ha


Entry 2:
Molecular formula: C22H52NO10P2
Method: DFT, ωB97M-V/def2-TZVPD

```
! wB97M-V def2-TZVPD RIJCOSX def2/J DEFGRID3
* xyz 1 1
C 3.4374 -1.7363 -0.0112
O 2.4907 -0.7597 0.5260
C 2.9888 0.5990 0.3873
C 1.8694 1.7226 0.0685
C 0.5106 1.1848 -0.6222
C -0.8219 2.0444 -0.1750
C -2.0793 1.0146 -0.2390
C -3.4253 1.6747 -0.8895
C -4.6833 0.6916 -0.5477
N -4.8085 0.1488 0.8465
C -6.1971 -0.4928 0.7709
C -5.9887 -1.1840 -0.7151
O -4.8066 -0.5454 -1.3464
H 3.4084 -1.8193 -1.1666
H 4.5052 -1.4695 0.3402
H 3.1074 -2.7826 0.3862
H 3.4601 0.8824 1.4200
H 3.8555 0.5864 -0.3672
H 2.3544 2.4662 -0.6914
H 1.6453 2.3686 1.0096
H 0.2486 0.0872 -0.4139
H 0.6093 1.3399 -1.7695
H -0.6360 2.3138 0.9437
H -0.9606 2.9972 -0.8018
H -1.8594 0.0690 -0.8834
H -2.2526 0.6548 0.8596
H -3.6240 2.7538 -0.5438
H -3.3289 1.6488 -2.0500
H -5.5756 1.3013 -0.9881
H -4.6115 0.7917 1.6431
H -4.1652 -0.6743 0.8534
H -6.3719 -1.2940 1.6659
H -6.8692 0.4514 0.7811
H -6.9364 -0.8321 -1.2679
H -5.9250 -2.3323 -0.5361
O 6.8908 3.7563 -5.2044
P 5.7804 2.9570 -4.5072
O 4.5747 3.4989 -5.5259
C 4.7642 3.5043 -6.9371
C 4.5623 2.1325 -7.5490
O 5.5177 4.0370 -3.2771
C 6.5632 4.8853 -2.8217
C 6.4613 6.2489 -3.4796
O 4.6082 2.0013 -3.6988
C 3.5290 1.3199 -4.3045
C 3.9389 -0.0710 -4.7391
H 5.7448 3.8977 -7.2140
H 4.0247 4.1946 -7.3535
H 5.2740 1.4114 -7.1379
H 4.6910 2.1681 -8.6332
H 3.5555 1.7557 -7.3438
H 7.5418 4.4274 -2.9873
H 6.4449 4.9996 -1.7399
H 6.4379 6.1741 -4.5707
H 7.3047 6.8822 -3.1932
H 5.5335 6.7470 -3.1846
H 3.0720 1.8795 -5.1192
H 2.7493 1.2319 -3.5425
H 4.8077 -0.0428 -5.3956
H 3.1136 -0.5701 -5.2535
H 4.2199 -0.6723 -3.8668
O -4.8801 -2.9038 5.6122
P -3.8535 -3.9123 5.0764
O -2.5936 -2.8188 5.0657
C -2.3483 -1.9809 6.1921
C -1.6105 -2.7073 7.2983
O -4.2709 -3.7660 3.4758
C -5.5886 -3.4023 3.1053
C -5.6641 -1.9103 2.8330
O -2.7665 -5.1092 4.5146
C -1.4125 -5.2510 4.8988
C -1.2813 -6.1258 6.1269
H -3.2703 -1.5427 6.5811
H -1.7339 -1.1472 5.8391
H -2.1894 -3.5612 7.6604
H -1.4153 -2.0382 8.1393
H -0.6481 -3.0881 6.9435
H -6.3122 -3.7129 3.8632
H -5.8350 -3.9477 2.1889
H -5.2959 -1.3225 3.6805
H -6.6925 -1.6119 2.6272
H -5.0398 -1.6531 1.9874
H -0.9028 -4.2973 5.0252
H -0.9034 -5.7412 4.0649
H -1.8878 -5.7496 6.9501
H -0.2375 -6.1845 6.4449
H -1.6362 -7.1394 5.9089
*
```

Summary:
Maximum force = 9.17 eV/Å
Highest occupied orbital energy = -11.4413 eV
Kohn-Sham gap = 0.2763 Ha


> Look up the maximum force of the first one.

3.42 eV/Å


> Among the records above, which one has the lowest maximum force?

C22H52FeN6O8


> The lowest maximum force belongs to which entry?

C22H52FeN6O8


What did the first record say?
Molecular formula: C22H52FeN6O8
Method: DFT, ωB97M-V/def2-TZVPD

```
! wB97M-V def2-TZVPD RIJCOSX def2/J DEFGRID3
* xyz 0 5
Fe 0.5397 -1.2118 -3.6791
C 1.2571 2.3811 -3.8131
C 1.3347 1.4148 -4.9802
O 0.4653 0.3369 -4.9026
H 1.4055 1.8222 -2.8882
H 0.3309 2.9610 -3.7879
H 2.0331 3.1562 -3.8186
H 2.3702 1.0195 -4.8607
H 1.3689 1.8335 -5.9914
C -0.5558 -0.6925 0.5203
C -0.2313 0.0315 -0.7636
O 0.1350 -0.6735 -1.8797
H -1.3465 -1.4331 0.4028
H -0.8628 -0.0626 1.3616
H 0.3722 -1.1188 0.9168
H 0.4083 0.9181 -0.6163
H -1.2207 0.5043 -0.9652
C 0.5916 1.6366 5.2961
O 1.1645 0.9413 6.1098
N 1.1779 2.1345 4.1825
C 0.4630 2.9959 3.2581
C 2.4491 1.6468 3.6593
H -0.4776 1.9071 5.3461
H -0.5399 3.2400 3.5987
H 0.3220 2.4417 2.3220
H 1.0677 3.8807 3.0648
H 3.1380 1.1081 4.3015
H 2.1630 0.8737 2.9318
H 2.9146 2.5152 3.1978
C 0.1910 -3.2450 4.8096
O 0.3063 -3.4561 5.9962
N -0.7243 -3.9109 4.0321
C -0.6802 -3.6682 2.6026
C -1.8786 -4.5434 4.6230
H 0.7106 -2.4768 4.2103
H 0.2952 -3.9282 2.1813
H -0.9214 -2.6620 2.2582
H -1.3488 -4.3856 2.1247
H -2.8131 -4.0086 4.4134
H -1.9916 -5.5449 4.2043
H -1.7854 -4.5358 5.7041
C 3.9176 -1.2707 -3.0959
O 2.6861 -1.2813 -3.1489
N 4.6003 -0.3318 -2.4436
C 6.0417 -0.3804 -2.4634
C 3.9493 0.9105 -2.0502
H 4.4766 -2.1208 -3.5020
H 6.4171 0.0598 -1.5333
H 6.5539 0.2773 -3.1775
H 6.4957 -1.3627 -2.5622
H 2.9366 0.6330 -1.7528
H 4.3602 1.3434 -1.1405
H 3.9479 1.5738 -2.9131
C 3.4489 -4.0780 -0.7030
O 4.0376 -5.1375 -0.8113
N 3.3675 -3.2794 0.3785
C 2.8860 -1.9127 0.2774
C 3.8953 -3.6842 1.6765
H 2.8184 -3.6770 -1.5225
H 3.8062 -1.3189 0.3422
H 2.2604 -1.6663 1.1353
H 2.3007 -1.6467 -0.6028
H 3.2277 -3.3319 2.4623
H 4.0810 -4.7506 1.6066
H 4.8225 -3.1266 1.8562
C -2.3979 2.3112 -3.0974
O -2.7529 1.6050 -4.0175
N -3.1581 3.2298 -2.4342
C -2.7147 3.8310 -1.1904
C -4.4696 3.5344 -2.8973
H -1.3685 2.2654 -2.7022
H -1.7761 3.5018 -0.7497
H -3.4809 3.6917 -0.4324
H -2.6243 4.8996 -1.4080
H -4.6847 4.5433 -3.2764
H -4.6322 3.0340 -3.8576
H -5.3298 3.2489 -2.2850
C -5.1437 1.9724 0.5286
O -5.6401 2.6722 1.3874
N -5.7155 0.8908 -0.0391
C -4.9992 0.0571 -0.9943
C -7.1494 0.6411 -0.0165
H -4.0751 2.0261 0.2692
H -5.1603 -0.9909 -0.7664
H -3.9242 0.2672 -0.9515
H -5.1996 0.4287 -2.0060
H -7.5918 0.9971 0.9109
H -7.5919 1.1817 -0.8577
H -7.3519 -0.4227 -0.1120
*
```

Summary:
Maximum force = 3.42 eV/Å
Highest occupied orbital energy (alpha / beta) = -8.5793 / -8.5681 eV
Kohn-Sham gap (alpha / beta) = 0.3000 / 0.2946 Ha